This record from the Open Molecules 2025 dataset describes a molecular structure, C25H24CrN3O5S2. The level of theory is ωB97M-V/def2-TZVPD.

HOMO (alpha / beta) = -7.41 / -7.57 eV
Kohn-Sham gap (alpha / beta) = 0.270 / 0.268 Eh
ΔE to the lowest compared entry with this formula, charge and spin = 0.0 kcal per mole
LUMO energy (alpha / beta) = -0.073 / -0.273 eV
total charge = 0
strongest force on any atom = 1.222 eV Å⁻¹
spin multiplicity = 4

Structure (XYZ):
```
60
Properties=species:S:1:pos:R:3:forces:R:3:lowdin_charge:R:1
Cr 0.1232 -0.0297 0.0862 -0.27 -0.88 0.14 0.6749
C -0.2889 7.6552 1.4421 0.01 -0.07 -0.01 -0.0482
C 0.1989 6.2607 1.7236 0.00 0.01 0.04 -0.2677
C -0.1145 5.6234 2.9200 0.01 0.02 -0.02 -0.0260
C 0.2988 4.3225 3.1656 0.00 -0.05 0.02 -0.0514
C 1.0332 3.6502 2.2024 0.03 -0.27 0.08 -0.2699
C 1.3814 4.2763 1.0166 0.05 0.03 -0.05 -0.0548
C 0.9649 5.5746 0.7819 0.00 -0.01 0.01 -0.0350
S 1.4266 1.9326 2.4619 -0.19 -0.25 -0.33 0.6149
O 1.4705 1.7347 3.8834 -0.04 0.06 0.12 -0.2816
O 2.6686 1.6572 1.7327 -0.15 -0.03 -0.22 -0.3194
N 0.2558 1.0955 1.7667 0.57 0.51 0.68 -0.2879
C -1.0412 1.3292 2.4036 -0.23 -0.14 -0.07 -0.1723
C -2.0766 0.3658 1.8140 0.01 0.30 0.49 -0.6176
O -3.1382 0.1888 2.3722 0.12 0.00 -0.18 0.0724
O -1.7146 -0.1615 0.6817 0.29 -0.12 -0.48 -0.1489
H -0.5779 8.1628 2.3609 -0.01 0.02 -0.01 0.0764
H -1.1625 7.6198 0.7872 0.00 0.06 0.00 0.0847
H 0.4784 8.2473 0.9434 -0.01 0.02 0.00 0.0795
H -0.6879 6.1530 3.6712 0.00 -0.01 0.00 0.1157
H 0.0708 3.8207 4.0970 -0.03 0.05 0.00 0.1183
H 2.0042 3.7568 0.3022 -0.01 -0.03 -0.07 0.1042
H 1.2441 6.0676 -0.1425 0.00 0.01 0.01 0.1147
H -1.4170 2.3443 2.2004 0.02 -0.04 0.04 0.1223
H -1.0016 1.2134 3.4884 -0.05 -0.07 -0.03 0.1227
C 1.2872 -1.6056 2.8862 -0.21 0.11 0.06 -0.0077
C 0.7761 -2.5266 1.8271 -0.06 0.00 -0.34 -0.2590
C 0.7553 -3.8967 2.1599 -0.01 -0.26 0.02 -0.0108
C 0.3563 -4.8276 1.2562 0.03 0.09 0.03 0.0105
C -0.0214 -4.4108 -0.0325 0.00 0.29 0.06 -0.1539
C -0.4112 -5.3393 -1.0164 -0.06 -0.11 -0.19 -0.0456
C -0.7723 -4.9061 -2.2614 0.02 -0.16 0.09 -0.0773
C -0.7452 -3.5405 -2.5585 0.06 0.22 0.16 -0.1076
C -0.3610 -2.6025 -1.6205 0.00 -0.11 -0.02 -0.5756
S -0.3053 -0.9255 -2.0469 0.03 0.37 0.02 0.7635
C 0.0045 -3.0191 -0.3111 -0.18 -0.39 -0.20 -0.1932
N 0.3799 -2.0839 0.6325 0.39 -0.35 0.56 0.0748
H 1.7695 -2.1805 3.6743 0.00 0.00 -0.04 0.0881
H 0.4704 -1.0411 3.3364 0.04 0.08 -0.01 0.0926
H 2.0050 -0.9007 2.4900 0.13 0.20 -0.07 0.0694
H 1.0729 -4.1917 3.1500 0.00 0.04 0.00 0.1142
H 0.3392 -5.8826 1.5016 0.00 0.00 0.02 0.1235
H -0.4172 -6.3936 -0.7692 0.00 0.02 0.03 0.1107
H -1.0752 -5.6145 -3.0216 0.00 0.00 0.01 0.1061
H -1.0280 -3.1894 -3.5423 0.01 -0.02 -0.01 0.1016
O 2.1583 0.2767 -0.4119 -0.26 0.15 0.31 -0.1519
C 2.2636 1.1476 -1.5306 0.05 -0.06 -0.18 -0.1637
C 1.0438 2.0245 -1.6799 0.06 -0.13 0.19 -0.2681
C 1.0080 3.0785 -2.5749 -0.02 0.17 -0.05 -0.0024
C -0.1569 3.8171 -2.7027 0.08 -0.17 0.12 -0.0341
C -1.2524 3.4700 -1.9244 0.05 0.14 -0.07 -0.0252
C -1.1433 2.4018 -1.0602 -0.12 -0.05 0.20 -0.0684
N -0.0153 1.6934 -0.9304 -0.05 0.87 -0.86 -0.0374
H 2.5068 0.7520 0.3999 -0.06 0.01 -0.08 0.0504
H 2.3448 0.5210 -2.4211 0.01 0.00 0.04 0.1263
H 3.1668 1.7562 -1.4491 -0.02 0.00 0.03 0.1434
H 1.8844 3.3085 -3.1670 0.00 -0.01 0.02 0.1266
H -0.2077 4.6419 -3.4006 -0.02 0.01 0.01 0.1150
H -2.1825 4.0153 -1.9923 -0.02 -0.03 0.02 0.1149
H -1.9781 2.0722 -0.4551 0.02 -0.03 -0.02 0.1301
```
Forces are in eV/Å.